1.
A 4-piece molecular cluster, C30H57Br2FN7 overall at a distorted geometry. Source: the OMol25 dataset; level of theory: ωB97M-V/def2-TZVPD.

LUMO level   -3.43 eV
Calculated total energy   -6808.010409 a.u.
Total charge   +1

```
97
Properties=species:S:1:pos:R:3:forces:R:3
C 1.98465 -2.77510 -3.59181 0.7 0.7 0.5
N 0.63610 -2.13253 -3.38679 0.5 -0.9 0.6
C 0.12665 -2.77436 -2.14126 1.5 0.2 -0.5
N -1.00842 -2.06512 -1.54350 0.8 -0.2 0.2
N -0.69770 -1.06564 -0.60608 -0.3 0.4 0.0
C -2.30421 -2.24404 -1.76945 -2.7 0.0 0.1
N -3.33867 -1.55301 -1.12871 -0.4 -1.9 -1.5
C -4.52542 -2.06618 -1.61495 1.5 0.6 0.0
C -5.89304 -1.60098 -1.12289 -1.3 -0.2 1.9
C -6.19083 -1.67492 0.33467 -2.2 1.4 -2.9
C -7.54082 -1.20633 0.63942 0.6 -0.3 0.2
C -8.51508 -0.74462 -0.34045 2.0 -0.7 0.3
N -8.19879 -0.68019 -1.66370 1.0 -0.5 1.8
C -6.95079 -1.08152 -1.97618 1.5 -0.7 -0.8
N -4.21372 -3.01445 -2.55534 -1.9 2.5 2.1
F -5.10685 -3.73440 -3.24936 0.9 0.0 0.0
N -2.85660 -3.14352 -2.67025 1.1 -0.5 -1.2
C -2.36351 -4.09813 -3.63094 0.6 -2.4 0.0
Br -1.47171 -3.67780 -5.30324 -0.9 0.6 1.2
C -2.55221 -5.42845 -3.32299 -0.2 0.8 0.5
C -3.29195 -5.89838 -2.02346 -0.3 0.2 -0.8
Br -1.93346 -6.80768 -4.52904 -0.6 0.8 1.1
H 2.71058 -2.23252 -2.90974 -0.4 -0.8 -0.7
H 1.99431 -3.84639 -3.25687 -0.2 0.9 -0.7
H 2.36246 -2.65414 -4.63599 -0.5 -0.3 0.8
H 0.87738 -1.15370 -3.19151 -0.5 -0.4 0.0
H -0.04220 -3.86566 -2.33318 -0.3 1.1 0.1
H 0.99388 -2.72957 -1.41023 -1.3 -0.2 -0.1
H -0.53968 -0.16935 -1.06731 0.1 -0.3 0.2
H 0.08237 -1.35225 -0.01764 -0.3 0.1 -0.3
H -5.46054 -2.02177 1.09375 -0.7 0.3 -0.6
H -7.84948 -1.20521 1.71527 0.3 0.0 -1.1
H -9.53955 -0.43551 -0.01233 1.1 -0.3 -0.4
H -6.68427 -1.00434 -3.06585 -0.4 0.0 1.1
H -2.92152 -6.89501 -1.68355 -0.1 1.0 -0.2
H -4.38788 -6.02574 -2.26590 1.1 0.0 0.1
H -3.25690 -5.11821 -1.21091 0.3 -0.9 -0.8
C 1.32652 3.56331 4.41276 0.1 0.0 0.1
C 2.39394 3.43876 3.33210 -0.1 0.1 0.0
C 1.82753 3.02922 1.97236 0.1 0.0 -0.1
C 1.15444 1.65521 1.93708 -0.1 0.0 0.1
C 2.03899 0.48485 2.36953 0.0 0.0 -0.2
C 3.25203 0.28265 1.46812 0.1 -0.1 0.2
H 0.82516 2.61105 4.59882 0.0 0.0 0.0
H 1.77872 3.88804 5.35221 -0.1 0.0 0.0
H 0.57160 4.30165 4.12987 0.0 -0.1 0.0
H 3.16417 2.73306 3.65559 0.0 0.0 0.0
H 2.89228 4.40636 3.22198 0.0 -0.1 0.0
H 2.63307 3.06057 1.23177 0.0 0.0 0.0
H 1.09700 3.77966 1.65063 0.0 0.0 0.0
H 0.79788 1.47209 0.91529 0.0 0.0 0.0
H 0.26017 1.67133 2.56740 0.0 0.0 0.0
H 1.43573 -0.42997 2.35113 0.0 0.0 0.1
H 2.36676 0.61374 3.40412 0.0 0.0 0.0
H 2.94425 0.10271 0.43363 0.0 0.1 0.0
H 3.83019 -0.58183 1.80205 0.0 0.0 -0.1
H 3.91648 1.14798 1.48437 0.0 0.0 -0.1
C 5.73422 -1.28050 -2.43664 0.0 0.2 -0.1
C 5.60802 -1.48011 -3.94293 -0.1 -0.1 0.1
C 5.65651 -2.95019 -4.36180 0.0 0.0 -0.1
C 6.96452 -3.67682 -4.03963 0.0 0.0 0.1
C 8.22151 -3.04871 -4.64247 0.0 -0.1 -0.1
C 8.21520 -3.03501 -6.16656 0.1 0.1 0.0
H 6.69195 -1.64275 -2.05955 -0.1 0.0 0.0
H 5.66211 -0.21893 -2.18923 0.0 -0.1 0.1
H 4.93391 -1.80486 -1.90579 0.1 0.0 0.0
H 6.38655 -0.90967 -4.45548 0.0 0.0 0.0
H 4.65204 -1.05742 -4.27104 0.1 0.0 -0.1
H 5.45815 -3.01580 -5.43644 0.0 0.0 0.0
H 4.83433 -3.48675 -3.87248 0.0 0.0 0.0
H 6.88023 -4.71061 -4.39198 0.0 0.0 0.0
H 7.08890 -3.74040 -2.95417 0.0 0.0 0.0
H 9.08975 -3.62174 -4.30382 0.0 0.1 0.0
H 8.36072 -2.03129 -4.26577 0.0 0.0 0.0
H 8.12631 -4.04851 -6.56475 0.0 0.0 0.0
H 9.14607 -2.60622 -6.54322 -0.1 0.0 -0.1
H 7.39327 -2.43495 -6.56256 0.0 0.0 0.0
C -1.38643 6.81023 5.70105 0.0 0.0 0.2
C -1.91993 5.38978 5.84499 0.1 0.0 -0.1
C -2.61352 4.87716 4.58227 0.0 -0.1 0.1
C -3.86009 5.65972 4.16158 0.0 0.1 0.0
C -4.96270 5.74150 5.21770 0.0 -0.1 -0.1
C -5.53607 4.38069 5.59498 0.0 0.1 0.2
H -2.18880 7.52720 5.51723 0.0 0.0 0.0
H -0.87440 7.11523 6.61614 0.0 0.1 -0.1
H -0.67020 6.87493 4.87750 -0.1 0.0 0.0
H -2.59555 5.33621 6.70297 0.0 0.0 0.0
H -1.08091 4.72494 6.07383 -0.1 0.0 0.0
H -2.87558 3.82399 4.72807 0.0 0.0 0.0
H -1.89822 4.89485 3.75156 0.0 0.0 0.0
H -4.26909 5.19630 3.25658 0.0 0.0 0.0
H -3.57310 6.67548 3.87345 0.0 0.0 0.0
H -5.77285 6.36257 4.82349 0.1 0.0 0.0
H -4.59760 6.24859 6.11509 0.0 0.0 0.0
H -5.95158 3.87666 4.71867 0.0 0.0 0.0
H -6.33827 4.49942 6.32659 0.0 -0.1 0.0
H -4.77883 3.73201 6.04006 0.0 0.0 0.0
```
Positions in Å, forces in eV/Å.

***

2.
C2H7NO2S2 as an isolated structure at a distorted geometry. Source: the OMol25 dataset; level of theory: ωB97M-V/def2-TZVPD.

LUMO level   0.25 eV
Calculated total energy   -1081.949514 a.u.
Energy relative to the best compared isomer or geometry (same formula, charge and spin)   54.9 kcal per mole
Total charge   0

```
14
Properties=species:S:1:pos:R:3:forces:R:3
C 0.96141 1.55994 -1.09666 0.2 0.4 0.6
C -2.27789 -0.82714 1.16507 3.3 1.1 1.2
N 1.11685 0.82361 -0.06361 -2.0 -0.1 -0.7
O 3.20065 -0.85682 -1.34505 -0.5 0.3 1.8
O 2.48216 -1.45393 0.98667 0.1 0.3 -0.7
S -2.36806 0.33756 -0.17199 0.5 0.2 -1.6
S 3.05632 -0.49093 0.06960 0.6 -0.7 -0.8
H 1.84929 1.76836 -1.69544 0.2 -0.2 0.1
H 0.08586 2.14608 -1.47836 0.1 -1.0 0.8
H -1.68943 -0.39436 -1.16369 -0.8 0.6 1.1
H -1.18956 -1.20107 1.24780 -1.7 0.5 0.3
H -2.87859 -1.62878 0.96838 -1.6 -2.1 -0.3
H -2.58498 -0.30855 2.09977 0.3 -0.4 -0.7
H 0.23596 0.52602 0.47751 1.4 1.1 -1.0
```
Positions in Å, forces in eV/Å.

***

3.
C9H24B2Br8Na3O3 as an isolated structure at a distorted geometry. Source: the OMol25 dataset; level of theory: ωB97M-V/def2-TZVPD.

LUMO level   -0.09 eV
Calculated total energy   -21711.393168 a.u.
Energy relative to the best compared isomer or geometry (same formula, charge and spin)   239.3 kcal per mole
Total charge   -1

```
49
Properties=species:S:1:pos:R:3:forces:R:3
Na 3.03065 -2.69472 0.96631 0.0 0.5 0.0
Na 3.61987 3.83014 0.13439 0.0 -0.3 0.7
Na 0.46248 1.64269 5.00529 0.3 0.3 -0.5
C 7.68518 1.37669 2.02939 -1.8 1.6 0.9
O 8.44610 0.96674 2.88229 2.9 -2.2 2.1
O 7.60236 2.62469 1.92077 -0.1 2.5 -1.3
O 6.82571 0.68814 1.46000 -1.5 -1.9 -1.9
B 2.21207 5.74980 3.91445 0.0 -0.1 -0.1
H 2.65566 4.76887 3.84209 1.9 -4.2 -0.5
H 1.40469 5.74607 4.63024 -3.5 -0.2 2.9
H 2.93615 6.47450 4.25321 3.1 2.6 1.5
H 1.86722 6.16213 2.97887 -1.6 1.3 -4.1
B 0.35141 0.63558 0.40971 0.0 0.0 0.0
H 0.68800 -0.06848 -0.33544 1.1 -3.1 -3.0
H -0.00092 1.53876 -0.06398 -1.3 3.7 -2.0
H -0.43003 0.27549 1.06081 -3.3 -1.8 2.5
H 1.19806 0.83935 1.04681 3.7 1.1 2.7
Br -3.87748 -3.81667 5.93894 0.0 -0.3 -0.5
C -3.29343 -4.67133 4.26695 0.3 -1.2 0.1
C -3.46596 -6.21817 4.35999 -0.1 0.7 -0.3
Br -2.63169 -7.03383 2.74904 -0.4 0.3 0.7
H -2.24844 -4.38934 4.13825 -0.2 -0.1 0.1
H -3.86821 -4.30334 3.41706 -0.1 0.2 0.3
H -4.52316 -6.48347 4.35355 0.1 0.1 -0.3
H -3.04646 -6.71048 5.23734 0.4 0.4 -0.2
Br -5.34267 6.92258 2.25130 1.2 -0.5 -1.5
C -3.87360 6.37684 0.89472 0.1 0.7 0.5
C -2.95181 7.54006 0.51312 -0.4 -0.9 0.9
Br -3.69103 8.75386 -0.79869 0.1 -0.1 0.3
H -4.27936 5.89039 0.00769 -0.5 0.1 0.4
H -3.23709 5.68461 1.44589 -0.4 -0.1 0.1
H -2.05147 7.07228 0.11481 0.0 0.2 -0.3
H -2.67165 8.04113 1.43970 -0.1 0.5 -0.4
Br -5.33884 0.72699 -4.15145 0.4 -0.6 0.0
C -4.08053 -0.79621 -4.27298 0.5 0.6 -0.1
C -4.13824 -1.71271 -3.07594 -1.0 0.0 0.0
Br -5.99252 -2.53308 -2.93197 1.3 0.4 0.1
H -3.10443 -0.31153 -4.25221 0.0 0.0 0.0
H -4.18696 -1.22993 -5.26729 -0.4 -0.2 0.3
H -3.89256 -1.13314 -2.18609 -0.6 -0.1 0.1
H -3.41938 -2.53197 -3.08817 -0.2 -0.1 -0.5
Br 3.78955 -3.37107 -5.43261 0.6 -0.6 -0.2
C 5.10518 -4.75876 -5.96731 -0.1 0.1 -0.1
C 4.49364 -6.14628 -5.94836 -0.3 -0.2 0.7
Br 6.02959 -7.33848 -6.04806 -0.2 -0.4 -0.2
H 5.95144 -4.79444 -5.28124 -0.4 0.5 0.4
H 5.55404 -4.46712 -6.91682 -0.5 0.0 -0.1
H 3.72441 -6.46957 -6.64969 0.5 0.5 -0.6
H 4.00443 -6.34428 -4.99465 0.4 0.1 0.2
```
Positions in Å, forces in eV/Å.

***

4.
The molecule C4H7NO. Source: the OMol25 dataset; level of theory: ωB97M-V/def2-TZVPD.

LUMO level   0.92 eV
SMILES   NC(O)=C1CC1
Calculated total energy   -286.545429 a.u.
Energy relative to the best compared isomer or geometry (same formula, charge and spin)   54.1 kcal per mole
Total charge   0

```
13
Properties=species:S:1:pos:R:3:forces:R:3
N 2.03565 -0.32857 -0.46409 0.0 -0.1 0.0
C 1.00773 0.08541 0.35007 -0.4 -0.2 -0.2
O 1.48746 0.78949 1.41186 -0.1 0.1 0.1
C -0.29411 -0.12320 0.13981 0.4 0.1 0.0
C -1.26723 -0.50813 -0.88521 0.0 -0.1 -0.2
C -1.57640 0.59184 0.12971 -0.2 0.2 0.2
H 1.75640 -0.88987 -1.25273 0.0 0.0 0.1
H 2.88548 -0.62243 -0.00566 -0.1 0.0 0.0
H 0.75235 0.88306 2.03294 0.1 0.1 -0.1
H -1.12771 -0.22794 -1.92874 0.0 0.1 0.2
H -1.80609 -1.44797 -0.75745 0.1 0.2 0.0
H -2.35546 0.40548 0.86695 0.1 -0.1 -0.1
H -1.56009 1.61589 -0.24348 -0.1 -0.1 0.1
```
Positions in Å, forces in eV/Å.

***

5.
C17H18N8O3RhS as an isolated structure. Source: the OMol25 dataset; level of theory: ωB97M-V/def2-TZVPD.

Spin multiplicity   2
<S²>   0.754
LUMO level (alpha / beta)   0.01 / 0.01 eV
Calculated total energy   -1831.093843 a.u.
Energy relative to the best compared isomer or geometry (same formula, charge and spin)   10.0 kcal per mole
Total charge   0

```
48
Properties=species:S:1:pos:R:3:forces:R:3
Rh -2.07285 -0.59285 1.39703 0.4 -0.5 0.3
O -2.95328 -0.91336 -0.39914 0.0 0.1 -0.2
N -3.72348 0.06833 -0.89408 0.0 -0.1 0.0
C -4.27896 -0.20791 -2.09822 0.0 0.0 0.0
C -5.09742 0.67939 -2.72879 0.0 0.0 0.0
C -5.36091 1.90169 -2.09401 0.0 0.0 -0.1
C -4.79369 2.16274 -0.88004 0.1 0.0 0.1
C -3.93998 1.23666 -0.23458 -0.1 0.0 -0.1
S -3.23102 1.56074 1.28066 -0.1 0.2 0.1
H -4.01895 -1.18304 -2.47984 0.0 0.0 0.0
H -5.52429 0.42341 -3.68646 0.0 0.0 0.0
H -6.01363 2.62950 -2.55695 0.0 0.0 0.0
H -4.97782 3.09017 -0.35759 0.0 0.0 0.0
N -1.32191 -0.47429 3.32315 0.1 0.0 0.1
N -2.19333 -1.17880 4.19688 0.0 -0.1 -0.1
C -3.44884 -1.61036 3.65300 0.0 0.1 -0.1
O -4.31576 -1.90528 4.44720 0.0 -0.1 0.0
O -3.48391 -1.68300 2.36833 -0.1 0.2 -0.1
H -0.39172 -0.87722 3.38709 0.0 0.1 0.1
H -1.27010 0.50661 3.58081 0.0 0.0 0.0
H -2.26849 -0.78804 5.12348 0.0 0.0 0.0
C -0.06801 -1.11102 -1.55898 0.0 0.0 0.0
C 0.25404 0.00631 -0.63144 0.1 -0.1 0.0
N -0.33147 0.25800 0.52080 -0.3 0.2 -0.1
C 0.27930 1.38104 1.04121 0.0 0.0 0.0
C 1.25068 1.80359 0.20097 0.0 0.0 0.0
N 1.22624 0.92908 -0.86482 0.0 0.0 0.0
C 2.17635 0.92757 -1.95504 0.0 0.0 0.0
N 3.52357 0.78857 -1.47412 0.0 0.0 0.0
N 4.43184 1.75998 -1.73862 0.0 0.0 0.0
N 5.55870 1.43727 -1.23969 0.0 0.0 0.0
C 5.42292 0.21537 -0.60920 0.1 0.0 0.0
C 6.35817 -0.55505 0.08874 0.0 0.0 0.0
C 5.91647 -1.73979 0.62566 0.0 0.0 0.0
C 4.57477 -2.15799 0.48364 0.0 0.0 0.0
C 3.64434 -1.41133 -0.20014 0.0 0.0 0.0
C 4.10668 -0.21172 -0.75359 -0.1 0.0 0.0
H -0.89746 -1.67687 -1.14465 0.0 0.0 0.0
H 0.78842 -1.77207 -1.70702 0.0 0.0 0.0
H -0.37676 -0.73209 -2.53507 0.0 0.0 0.0
H -0.03783 1.82538 1.96755 -0.1 0.0 0.0
H 1.94308 2.62570 0.24904 0.0 0.0 0.0
H 2.14593 1.87067 -2.49766 0.0 0.0 0.0
H 1.91917 0.11418 -2.63092 0.0 0.0 0.0
H 7.38059 -0.22066 0.19662 0.0 0.0 0.0
H 6.60318 -2.36957 1.17460 0.0 0.0 0.0
H 4.27078 -3.09460 0.93227 0.0 0.0 0.0
H 2.61663 -1.73502 -0.28806 0.0 0.0 0.0
```
Positions in Å, forces in eV/Å.

***

What is the formula in the second record? C2H7NO2S2

***

Among the records above, which one has the highest calculated total energy? C4H7NO